A 2-piece molecular cluster, C5H10O overall. Source: the OMol25 dataset; level of theory: wB97M-V/def2-TZVPD.

Structure (ORCA input):
```
! wB97M-V def2-TZVPD RIJCOSX def2/J DEFGRID3
* xyz 0 1
C 2.450 -0.373 -0.261
C 1.038 -0.204 0.318
C 0.164 0.528 -0.621
C -2.469 -0.886 0.137
C -0.475 1.733 -0.265
O 0.364 2.637 -0.211
H 2.922 0.608 -0.365
H 3.065 -0.986 0.406
H 2.407 -0.840 -1.249
H 0.569 -1.200 0.394
H 1.084 0.223 1.330
H -1.841 -0.663 -0.735
H -2.039 -0.445 1.041
H -3.467 -0.473 -0.026
H -2.536 -1.969 0.260
H -1.567 1.887 -0.211
*
```

For the HOMO energy, the calculation gives -0.328 Eh. The value obtained for the HOMO-LUMO gap is 0.3087 Ha. As for the energy above the lowest of the compared OMol25 structures with the same formula, charge and spin: 400.3 kJ/mol. The calculation puts the largest force on an atom at 0.290 eV/A. The value obtained for the electronic energy is -7390.6165 eV.

Electronic structure analysis, Mulliken charges in units of e:
1. C -1.194
2. C 0.064
3. C -0.508
4. C -1.052
5. C 0.195
6. O -0.487
7. H 0.311
8. H 0.349
9. H 0.345
10. H 0.229
11. H 0.305
12. H 0.249
13. H 0.252
14. H 0.310
15. H 0.297
16. H 0.334